[1]
Formula: C5H6O
Source: the Open Molecules 2025 dataset
Level of theory: ωB97M-V/def2-TZVPD

Geometry as ORCA input:
```
! RIJCOSX wB97M-V def2-TZVPD def2/J DEFGRID3
* xyz 0 1
C -0.72 0.55 0.74
C -0.81 -0.54 -0.31
C 0.70 -0.06 -1.39
O 1.06 1.12 -0.76
C 0.81 0.51 0.53
C 0.64 -0.89 -0.14
H -0.97 0.14 1.73
H -1.23 1.52 0.58
H -1.64 -1.22 -0.54
H -0.47 -0.10 -1.77
H 1.52 0.82 1.31
H 1.11 -1.85 0.03
*
```

Properties
LUMO energy = 1.043 eV
Total energy = -7324.2826 eV
Highest occupied orbital energy = -8.4 eV
ΔE to the lowest compared entry with this formula, charge and spin = 5.002 eV
Largest force on an atom = 1.6 eV Å⁻¹
HOMO-LUMO gap = 0.3460 Ha

Charge distribution, Löwdin scheme, values in e: -0.1016, -0.1230, -0.0931, -0.0689, -0.2157, -0.1796, 0.1218, 0.1135, 0.1237, 0.1447, 0.1462, 0.1322



[2]
Formula: C4H6O2
Source: the Open Molecules 2025 dataset
Level of theory: ωB97M-V/def2-TZVPD

Geometry as ORCA input:
```
! RIJCOSX wB97M-V def2-TZVPD def2/J DEFGRID3
* xyz 0 1
C 0.39 0.62 0.63
C -1.02 0.16 0.01
C -0.41 -1.15 -0.34
C 0.83 -0.58 -0.09
H 1.56 1.63 -0.74
H 0.33 0.73 1.86
H -1.31 0.87 -0.71
H -2.04 -0.15 0.41
H -0.65 -1.64 0.61
H -0.70 -1.68 -1.12
O 0.99 1.69 0.04
O 2.04 -0.50 -0.56
*
```

Properties
LUMO energy = 0.473 eV
Total energy = -8336.5902 eV
Highest occupied orbital energy = -9.8 eV
ΔE to the lowest compared entry with this formula, charge and spin = 3.871 eV
Largest force on an atom = 10.4 eV Å⁻¹
HOMO-LUMO gap = 0.3790 Ha

Charge distribution, Löwdin scheme, values in e: -0.2999, -0.0983, -0.1016, -0.3473, 0.1181, 0.2105, 0.0915, 0.1342, 0.1582, 0.0920, 0.0073, 0.0354



[3]
Formula: C4H12O2
Source: the Open Molecules 2025 dataset
Level of theory: ωB97M-V/def2-TZVPD

Geometry as ORCA input:
```
! RIJCOSX wB97M-V def2-TZVPD def2/J DEFGRID3
* xyz 0 1
C 0.71 -0.73 -1.02
O 2.01 -1.20 -0.63
C -0.22 -0.54 0.15
C -1.62 -0.09 -0.24
C -2.55 0.13 0.96
H 0.84 0.24 -1.63
H 0.27 -1.47 -1.67
H 2.43 -0.41 -0.17
H 0.19 0.22 0.82
H -0.27 -1.54 0.70
H -2.04 -0.89 -1.04
H -1.53 0.93 -0.81
H -2.66 -0.80 1.55
H -3.61 0.46 0.65
H -2.12 0.90 1.66
H 3.81 1.63 -0.41
H 3.17 1.90 0.91
O 3.19 1.25 0.23
*
```

Properties
LUMO energy = 0.436 eV
Total energy = -8437.0907 eV
Highest occupied orbital energy = -9.7 eV
ΔE to the lowest compared entry with this formula, charge and spin = 0.423 eV
Largest force on an atom = 2.6 eV Å⁻¹
HOMO-LUMO gap = 0.3715 Ha

Charge distribution, Löwdin scheme, values in e: -0.3013, -0.1069, -0.2537, -0.3088, -0.1504, 0.1366, 0.1051, 0.0471, 0.1056, 0.1405, 0.1453, 0.1273, 0.0643, 0.0868, 0.0815, 0.0689, 0.0363, -0.0240



[4]
Formula: C4H4Cl3NO2
Source: the Open Molecules 2025 dataset
Level of theory: ωB97M-V/def2-TZVPD

Geometry as ORCA input:
```
! RIJCOSX wB97M-V def2-TZVPD def2/J DEFGRID3
* xyz 0 1
C -0.58 -2.18 -0.31
C -0.87 1.24 1.63
C -0.36 0.60 0.45
C 0.95 1.02 -0.19
N 0.11 -2.01 -1.33
O -1.14 -2.87 0.44
O -1.42 1.52 0.37
Cl 0.04 2.58 2.35
Cl 0.84 0.77 -2.09
Cl 2.23 0.02 0.34
H -1.43 0.73 2.32
H 1.11 2.09 -0.05
H 0.61 -1.13 -1.59
H -0.08 -2.38 -2.33
*
```

Properties
LUMO energy (spin up / spin down) = -0.385 / -0.792 eV
Total energy = -47360.1453 eV
Highest occupied orbital energy (spin up / spin down) = -8.2 / -7.3 eV
ΔE to the lowest compared entry with this formula, charge and spin = 4.749 eV
Largest force on an atom = 7.1 eV Å⁻¹
HOMO-LUMO gap (spin up / spin down) = 0.2855 / 0.2401 Ha

Charge distribution, Löwdin scheme, values in e: -0.3201, -0.6656, -0.3944, -1.0035, 0.1331, 0.1855, -0.0454, 0.6496, 0.5333, 0.6575, 0.0752, 0.0487, -0.0456, 0.1917



[5]
Formula: C16H49NO9
Source: the Open Molecules 2025 dataset
Level of theory: ωB97M-V/def2-TZVPD

Geometry as ORCA input:
```
! RIJCOSX wB97M-V def2-TZVPD def2/J DEFGRID3
* xyz 0 1
C -1.71 -0.83 6.00
O -1.83 -1.67 4.87
H -1.53 0.19 5.67
H -2.62 -0.79 6.61
H -0.90 -1.16 6.65
H -2.64 -1.45 4.40
C -2.59 2.86 4.43
O -3.96 3.10 4.00
H -2.53 2.97 5.50
H -2.34 1.86 4.09
H -2.04 3.64 3.89
H -3.98 2.92 3.06
C -0.33 0.04 2.57
O -0.04 -1.35 2.60
H -0.56 0.45 3.55
H 0.45 0.61 2.07
H -1.19 0.19 1.90
H -0.67 -1.77 3.21
C 3.66 -0.98 3.20
O 4.52 -1.83 2.45
H 3.95 -0.95 4.25
H 3.70 0.02 2.76
H 2.63 -1.35 3.19
H 4.44 -1.57 1.53
C 1.77 4.04 0.05
O 1.35 3.03 0.97
H 2.39 4.88 0.38
H 2.39 3.52 -0.68
H 0.90 4.50 -0.43
H 2.10 2.46 1.11
C 1.51 -3.92 0.94
O 1.20 -3.90 -0.44
H 2.06 -3.00 1.16
H 0.64 -3.89 1.60
H 2.12 -4.78 1.17
H 0.39 -3.38 -0.56
C -2.70 -2.26 0.62
O -1.35 -2.06 0.23
H -3.14 -2.99 -0.06
H -2.85 -2.64 1.63
H -3.30 -1.36 0.44
H -0.87 -1.80 1.04
O -1.44 3.00 0.90
H -1.69 3.85 0.52
H -0.46 3.00 0.91
C 1.52 -1.71 -3.56
C 0.73 -0.74 -4.46
C -0.72 -1.14 -4.59
C -1.53 -1.06 -3.31
C -1.51 0.40 -2.88
C -0.11 1.05 -2.77
N 0.70 0.66 -3.93
O 1.97 1.26 -3.95
C -0.27 2.56 -2.72
C 0.54 0.66 -1.41
C 1.38 -0.66 -5.84
H 1.88 -2.56 -4.13
H 2.41 -1.18 -3.20
H 1.00 -1.99 -2.64
H -1.21 -0.64 -5.43
H -0.66 -2.19 -4.94
H -2.55 -1.43 -3.41
H -1.08 -1.63 -2.50
H -1.92 0.43 -1.87
H -2.18 0.99 -3.51
H -0.66 2.81 -1.73
H -0.84 3.02 -3.53
H 0.71 3.04 -2.73
H 1.19 -0.21 -1.59
H -0.15 0.33 -0.63
H 1.25 1.44 -1.13
H 1.37 -1.68 -6.24
H 1.00 0.15 -6.46
H 2.43 -0.39 -5.74
H 2.42 0.98 -3.12
*
```

Properties
LUMO energy = 0.086 eV
Total energy = -37299.7029 eV
Highest occupied orbital energy = -8.2 eV
ΔE to the lowest compared entry with this formula, charge and spin = 0.252 eV
Largest force on an atom = 2.1 eV Å⁻¹
HOMO-LUMO gap = 0.3035 Ha

Charge distribution, Löwdin scheme, values in e: -0.1325, -0.1254, 0.0563, 0.0854, 0.0869, 0.0895, -0.1228, -0.1458, 0.0774, 0.0489, 0.0759, 0.0598, -0.1222, -0.1453, 0.0643, 0.0740, 0.0794, 0.0615, -0.1544, -0.1248, 0.0782, 0.0707, 0.0574, 0.0667, -0.1313, -0.1480, 0.0824, 0.0794, 0.0801, 0.0857, -0.1517, -0.1269, 0.0614, 0.0683, 0.0795, 0.0400, -0.1497, -0.1498, 0.0800, 0.0759, 0.0776, 0.0273, -0.0764, 0.0359, -0.0065, -0.0195, -0.5108, -0.1512, -0.1679, -0.1275, -0.4882, -0.1032, -0.0241, -0.0383, -0.0073, -0.0360, 0.0901, 0.0784, 0.0576, 0.1257, 0.1260, 0.1149, 0.0929, 0.1121, 0.1191, 0.0689, 0.0896, 0.0722, 0.0639, 0.0737, 0.0569, 0.0855, 0.0898, 0.0780, 0.0863



[6]
Formula: C9H14
Source: the Open Molecules 2025 dataset
Level of theory: ωB97M-V/def2-TZVPD

Geometry as ORCA input:
```
! RIJCOSX wB97M-V def2-TZVPD def2/J DEFGRID3
* xyz 0 1
C 0.69 -4.60 -1.13
C 0.89 -4.62 0.37
H 0.14 -5.52 -1.46
H 0.18 -3.74 -1.45
H 1.63 -4.63 -1.59
H 0.91 -3.52 0.84
H 1.91 -4.97 0.68
H 0.40 -5.35 1.06
C 1.29 2.75 -1.35
C -0.78 1.25 -0.90
C 0.23 2.11 -0.41
C -1.76 0.81 -0.07
C 0.43 2.25 0.99
C -1.54 0.77 1.27
C -0.32 1.41 1.76
H -0.83 1.06 -1.99
H -2.68 0.55 -0.58
H 2.21 2.20 -1.38
H 1.66 3.70 -1.11
H 1.22 2.88 1.46
H -2.22 0.35 1.97
H -0.05 1.33 2.77
H 0.75 2.85 -2.37
*
```

Properties
LUMO energy = 0.932 eV
Total energy = -9558.5207 eV
Highest occupied orbital energy = -8.8 eV
ΔE to the lowest compared entry with this formula, charge and spin = 1.661 eV
Largest force on an atom = 3.7 eV Å⁻¹
HOMO-LUMO gap = 0.3580 Ha

Charge distribution, Löwdin scheme, values in e: -0.1772, -0.2032, 0.0829, 0.0412, 0.0409, 0.0993, 0.0539, 0.0621, -0.0515, -0.0820, -0.2420, -0.1310, -0.0658, -0.0631, -0.0834, 0.1193, 0.1066, 0.0614, 0.0406, 0.1256, 0.0851, 0.0790, 0.1014



- ΔE to the lowest compared entry with this formula, charge and spin of number 1 (C5H6O)?
  5.002 eV